(1)
DFT (wB97M-V/def2-TZVPD) results for a structure of composition C43H33CaF5N11O4S2Si.

```
100
C43H33CaF5N11O4S2Si wB97M-V/def2-TZVPD
C -2.43200 -1.28390 4.06240
C -6.17770 -4.93040 -1.92230
H 6.53110 1.29100 0.73590
H 3.53340 0.18030 -3.60910
N -1.75480 -1.37220 2.93450
C 0.18620 4.35080 0.80570
O 2.55910 -0.89440 3.43720
H -0.54260 -5.42450 1.10380
C 2.45930 -1.29280 -2.52810
O -0.95040 -0.88340 -1.64010
H -6.88220 -4.66460 -2.70670
H 2.90990 -5.06520 0.43570
F 1.16650 3.43490 0.75830
C -1.66880 1.94400 3.65210
C 3.08550 -0.80150 -3.64440
S 2.26960 -0.79670 2.03230
H -6.63780 -2.26380 -1.68590
H -4.97530 -0.46250 -1.30320
C 5.87880 0.43690 0.63670
H 7.80420 -1.45680 -1.22040
H 0.37570 -3.98920 1.55900
Si 0.80410 -4.51230 -0.81950
C -3.32770 -1.80990 -1.25250
C -3.73700 -0.83040 4.15210
H 2.57210 -3.44430 -5.67590
C 1.83410 -2.56530 -2.45640
H -2.52610 2.27860 4.21240
H -4.12890 -0.24260 0.85450
C 4.66460 0.40540 1.29600
C -0.14140 -5.59080 -2.12620
C 4.21460 -1.76160 0.36330
N 1.43820 0.48130 1.52680
N 0.60540 1.29800 -1.25780
N 7.46280 -0.57380 -0.87570
C 3.12580 -1.57290 -4.80140
H -5.39040 -0.10110 2.97310
H -1.88540 -1.60210 4.94310
C -0.57000 7.41720 2.81740
C -5.17840 -3.83080 -1.71680
F -2.70990 5.52770 -1.04050
C -2.89820 -3.11480 -1.40690
C -2.33910 -0.99420 1.78870
H -0.80660 -6.30640 -1.65230
Ca 0.50010 -0.77720 -0.01520
H -0.40250 1.49440 5.34240
H 3.53470 -2.59690 0.26960
H -4.24380 -0.75080 5.10070
H -1.83950 -3.31040 -1.34860
C -1.63520 1.91830 2.26350
H 2.28310 -6.52040 -0.31900
S -2.07410 -0.62450 -0.75510
H -2.47740 2.26490 1.67320
O 1.60090 -1.95400 1.45520
H 1.50560 -4.31730 -3.65830
H -6.74420 -5.10730 -1.00860
H -3.48680 -5.13950 -1.76290
C -0.66290 6.40350 1.84840
C -0.09490 2.20820 -1.17410
N 1.10350 7.52390 4.73870
H -0.74180 -4.96640 -2.78160
C 0.37300 7.43550 3.85360
C 2.54650 -2.83690 -4.78210
H 5.71030 -2.54560 -0.94800
H -5.67570 -5.85420 -2.19640
N 0.51710 1.02600 3.59690
C -0.51030 1.48750 4.26360
F -2.58530 7.38150 0.82580
C -0.22260 -4.43880 0.77510
H -1.10240 -3.81330 0.66430
O -2.62590 0.70520 -0.82040
H 8.17060 0.03830 -0.50340
C 0.25620 5.32160 1.76940
C 2.44930 -5.45790 -0.46480
H 3.15320 -5.33590 -1.28330
C -4.66820 -1.49540 -1.37540
C -1.72920 5.43400 -0.12680
N -1.59230 -1.10370 0.67690
N 1.22960 -2.93520 -1.34050
H 3.60530 -1.19780 -5.69330
C 1.94050 -3.33160 -3.65090
F 1.26100 5.27140 2.66280
C -1.66130 6.40220 0.83820
C -0.90310 3.34540 -1.18820
C 3.83630 -0.69430 1.16230
C -0.82450 4.34150 -0.19610
C -4.36890 -0.45850 2.96920
C 5.41990 -1.72650 -0.30850
C -1.41970 8.53110 2.85350
C -3.82020 -4.11870 -1.64190
C -1.76690 3.40910 -2.29290
C -3.68000 -0.54210 1.78490
F 2.47030 -0.53460 -1.38640
C 6.27250 -0.62780 -0.17600
N -2.40450 3.47000 -3.24730
N -0.60850 1.47420 1.58250
C -5.58830 -2.50610 -1.60260
C 0.45460 0.97780 2.25550
H 4.34670 1.22530 1.92070
H 0.54610 -6.15710 -2.74860
N -2.06730 9.47840 2.94510
```

The LUMO energy (spin up / spin down) comes out at 0.470 / -0.791 eV. As for the strongest force on any atom: 0.0741 Eh/bohr. The total charge is -1. The value obtained for the gap between HOMO and LUMO (spin up / spin down) is 0.208 / 0.139 Ha. The electronic energy is -4824.628290 Eh.

(2)
DFT (wB97M-V/def2-TZVPD) results for a cluster of 6 separate species, C9H11Cl15N2O3 in total.

```
40
C9H11Cl15N2O3 wB97M-V/def2-TZVPD
C -2.20596 2.01813 -1.54825
Cl 0.97757 -2.81472 2.48524
Cl -1.44574 2.70565 -6.26338
H -0.90431 3.55178 -2.70528
C -1.38893 4.46943 -6.42354
H 2.65700 -5.15338 2.71003
H -1.27582 0.50164 -3.54356
H 1.40029 -1.76202 0.41945
C 3.04175 -5.90636 3.40259
C 1.29401 -2.80093 0.74198
Cl -2.78594 4.20174 3.32172
H -0.31732 -5.29133 6.88888
O 1.17176 0.28012 -1.44932
H -1.63767 -0.07058 -1.36379
Cl 4.20774 -6.91952 2.53439
H 0.34198 2.21550 -1.29764
O 2.86343 1.57039 -1.60040
N 2.20575 0.73630 -2.20232
Cl 1.84729 -4.76121 7.65568
H -1.12289 4.71315 -7.45528
Cl -0.52657 -3.07361 7.65850
Cl -0.15357 5.15184 -5.35235
C -1.78695 4.06395 1.86472
Cl -0.06064 -3.52414 -0.14193
H -2.28018 2.71293 -3.89753
Cl -2.97524 5.17713 -6.07396
H -2.44165 4.12258 0.99146
N -1.31052 0.87880 -1.01842
C -0.49624 1.36495 -3.27627
C -1.56043 2.61745 -2.96595
C 0.31535 -4.40131 6.84140
Cl 2.80241 -3.65599 0.37675
Cl 0.59488 -4.00533 5.13703
Cl 3.82743 -5.07231 4.75402
H 0.30842 1.54444 -4.13476
O -3.31727 2.43216 -0.93192
Cl -0.94890 2.50325 1.83042
Cl -0.62292 5.39711 1.78032
Cl 1.67972 -6.88122 3.98047
C 0.02889 1.16353 -1.72917
```

The LUMO energy comes out at -1.111 eV. Its structure (SMILES) is O=NO[C@H]1CCC(=O)N1.ClC(Cl)Cl.ClC(Cl)Cl.ClC(Cl)Cl.ClC(Cl)Cl.ClC(Cl)Cl. As for the strongest force on any atom: 0.1671 Eh/bohr. The total charge is 0. The value obtained for the gap between HOMO and LUMO is 0.343 Ha. The electronic energy is -7587.396339 Eh.

(3)
DFT (wB97M-V/def2-TZVPD) results for the molecule C4H7NO.

```
13
C4H7NO wB97M-V/def2-TZVPD
H -2.10066 -0.03379 0.87182
C -0.42535 1.02737 -0.10030
H 2.96223 0.13648 0.02823
H -2.31852 -0.16015 -0.77263
H 1.33367 0.06520 1.44592
N 0.71821 -1.20870 -0.09722
H -0.12181 1.46104 -1.02938
H -0.94005 -2.25630 -0.66996
C -1.41738 -0.15311 -0.00288
H -0.42920 1.75195 0.64483
C 1.11253 0.08485 0.36143
O 2.13810 0.60701 -0.37597
C -0.51174 -1.32185 -0.30392
```

The LUMO energy comes out at 0.993 eV. Its structure (SMILES) is O[C@H]1CCC=N1. As for the strongest force on any atom: 0.0884 Eh/bohr. The total charge is 0. The value obtained for the gap between HOMO and LUMO is 0.376 Ha. The electronic energy is -286.534198 Eh.